Record 1
Below is a 7-piece molecular cluster, C66H144F2N7O4S2 overall at a distorted geometry, with properties calculated with wB97M-V/def2-TZVPD.

Values from the calculation:
Largest force on an atom ... 9.59 eV/Å
⟨S²⟩ ... 0.752
Orbital gap (alpha / beta) ... 3.359 / 8.597 eV
LUMO level (alpha / beta) ... -6.057 / -6.061 eV

Structure (ORCA input):
```
! wB97M-V def2-TZVPD RIJCOSX def2/J DEFGRID3
* xyz 4 2
C -4.77 -0.85 -3.32
C -3.31 -0.43 -2.94
C -3.17 0.98 -2.33
C -3.85 1.00 -0.97
N -3.95 2.40 -0.27
C -4.91 2.37 0.96
C -4.22 1.65 2.06
C -2.74 1.92 1.80
C -2.66 2.69 0.52
C -4.36 3.54 -1.23
C -5.76 3.42 -1.92
C -6.14 4.58 -2.90
H -5.33 -0.19 -3.97
H -5.32 -0.75 -2.38
H -4.86 -1.88 -3.67
H -2.79 -0.37 -3.89
H -2.89 -1.14 -2.22
H -3.67 1.72 -2.97
H -2.11 1.23 -2.25
H -3.42 0.26 -0.29
H -4.92 0.79 -1.02
H -5.20 3.40 1.19
H -5.81 1.90 0.59
H -4.48 2.16 2.99
H -4.47 0.61 2.26
H -2.19 2.45 2.58
H -2.16 1.02 1.59
H -2.62 3.76 0.73
H -1.73 2.58 -0.03
H -3.52 3.68 -1.91
H -4.35 4.49 -0.69
H -6.48 3.47 -1.11
H -5.86 2.48 -2.48
H -5.47 4.67 -3.76
H -6.36 5.49 -2.34
H -7.01 4.27 -3.49
C -3.74 -2.35 0.59
C -3.79 -3.90 0.82
C -5.02 -4.22 1.55
C -4.87 -5.53 2.44
N -6.11 -5.86 3.31
C -6.24 -4.96 4.55
C -6.98 -5.82 5.56
C -6.78 -7.29 5.16
C -5.76 -7.21 4.08
C -7.45 -5.91 2.48
C -7.50 -7.08 1.49
C -8.69 -7.03 0.49
H -3.51 -1.91 1.56
H -4.70 -1.98 0.25
H -2.91 -2.07 -0.07
H -2.86 -4.21 1.28
H -3.81 -4.36 -0.16
H -5.82 -4.35 0.83
H -5.44 -3.55 2.30
H -4.01 -5.48 3.10
H -4.74 -6.38 1.76
H -6.84 -4.11 4.22
H -5.25 -4.61 4.85
H -8.03 -5.56 5.52
H -6.53 -5.74 6.55
H -7.56 -7.86 4.66
H -6.45 -7.80 6.06
H -5.79 -8.06 3.40
H -4.76 -7.14 4.51
H -7.62 -4.92 2.05
H -8.27 -6.09 3.17
H -7.44 -8.04 2.00
H -6.57 -7.10 0.92
H -8.66 -7.88 -0.20
H -8.70 -6.05 0.00
H -9.66 -7.03 0.99
C 0.96 -2.70 4.32
C 2.25 -3.38 4.78
C 3.34 -2.38 4.84
C 3.96 -2.14 3.39
N 4.87 -0.80 3.40
C 5.64 -0.79 2.05
C 4.68 0.00 1.09
C 4.21 1.12 2.01
C 3.98 0.46 3.33
C 5.88 -0.84 4.55
C 6.92 -2.04 4.44
C 8.21 -1.81 5.38
H 1.18 -1.97 3.54
H 0.35 -2.37 5.16
H 0.42 -3.43 3.71
H 2.59 -4.18 4.13
H 2.03 -3.78 5.77
H 4.04 -2.85 5.53
H 2.91 -1.50 5.33
H 3.22 -2.12 2.60
H 4.60 -2.98 3.12
H 6.56 -0.22 2.08
H 5.83 -1.83 1.76
H 5.11 0.45 0.20
H 3.90 -0.66 0.72
H 4.88 1.97 2.13
H 3.28 1.57 1.65
H 4.24 1.11 4.16
H 2.94 0.18 3.46
H 5.47 -0.73 5.56
H 6.48 0.07 4.50
H 7.19 -2.19 3.40
H 6.40 -2.89 4.89
H 8.71 -0.85 5.31
H 9.03 -2.52 5.25
H 7.94 -1.94 6.43
C -0.16 6.44 -0.26
C 0.57 5.28 0.41
C 0.43 5.25 2.00
C 0.70 3.79 2.50
N 0.77 3.69 4.05
C 0.83 2.17 4.47
C 0.23 2.12 5.89
C -0.84 3.19 5.95
C -0.57 4.08 4.66
C 1.74 4.59 4.84
C 3.12 4.62 4.22
C 4.24 5.60 4.88
H 0.00 7.34 0.34
H -1.22 6.19 -0.22
H 0.23 6.68 -1.25
H 1.64 5.31 0.18
H 0.23 4.36 -0.07
H -0.56 5.67 2.19
H 1.20 5.94 2.35
H 1.69 3.43 2.23
H -0.01 3.07 2.10
H 1.87 1.86 4.38
H 0.33 1.57 3.71
H 1.05 2.31 6.58
H 0.01 1.11 6.25
H -0.77 3.83 6.83
H -1.86 2.83 5.83
H -0.62 5.13 4.95
H -1.24 3.97 3.81
H 1.73 4.33 5.90
H 1.38 5.61 4.68
H 3.03 4.68 3.13
H 3.48 3.61 4.39
H 5.22 5.36 4.45
H 4.24 5.44 5.95
H 4.12 6.67 4.70
C 1.62 9.64 -6.83
C 1.52 8.56 -5.74
C 2.06 7.16 -6.07
C 1.02 6.49 -6.95
N 1.46 5.08 -7.45
C 0.31 4.61 -8.38
C 0.67 4.96 -9.80
C 2.04 5.36 -9.83
C 2.61 5.09 -8.48
C 1.83 4.06 -6.35
C 0.70 3.77 -5.37
C 1.11 2.74 -4.33
H 0.79 10.34 -6.81
H 1.55 9.09 -7.77
H 2.55 10.18 -6.67
H 0.49 8.57 -5.39
H 1.95 9.03 -4.86
H 2.22 6.65 -5.12
H 3.06 7.29 -6.49
H 0.85 7.05 -7.87
H 0.10 6.22 -6.43
H 0.21 3.53 -8.26
H -0.69 4.99 -8.15
H 0.51 4.06 -10.40
H 0.01 5.69 -10.26
H 2.60 4.82 -10.60
H 2.26 6.41 -10.04
H 3.12 4.13 -8.59
H 3.43 5.71 -8.12
H 2.75 4.53 -5.98
H 2.14 3.21 -6.97
H -0.18 3.37 -5.89
H 0.26 4.65 -4.91
H 0.24 2.24 -3.89
H 1.87 2.97 -3.58
H 1.54 1.88 -4.84
C 2.96 -9.41 -1.62
C 3.96 -8.20 -1.52
C 3.39 -6.97 -2.20
C 3.97 -5.68 -1.55
N 3.31 -4.31 -2.04
C 3.54 -4.11 -3.55
C 4.98 -3.56 -3.81
C 5.47 -2.99 -2.50
C 4.15 -3.07 -1.55
C 1.84 -4.09 -1.63
C 1.61 -4.31 -0.16
C 0.09 -4.06 0.30
H 2.66 -9.56 -2.66
H 2.10 -9.07 -1.06
H 3.38 -10.29 -1.13
H 4.81 -8.52 -2.13
H 4.28 -8.08 -0.48
H 2.32 -6.96 -2.01
H 3.61 -6.95 -3.27
H 5.03 -5.59 -1.78
H 3.81 -5.60 -0.48
H 2.68 -3.56 -3.94
H 3.34 -5.09 -4.00
H 4.97 -2.80 -4.60
H 5.68 -4.34 -4.10
H 5.76 -1.95 -2.57
H 6.27 -3.53 -1.99
H 3.59 -2.15 -1.73
H 4.36 -3.15 -0.48
H 1.20 -4.84 -2.10
H 1.52 -3.17 -2.11
H 2.30 -3.70 0.42
H 1.82 -5.36 0.06
H 0.03 -4.44 1.32
H -0.53 -4.70 -0.32
H -0.19 -3.02 0.19
N 0.91 1.19 0.83
S 1.14 1.41 -0.58
O -0.06 1.82 -1.31
O 2.20 0.63 -1.25
F 1.90 2.82 -0.55
S 0.37 -0.42 0.64
O 1.37 -1.48 0.82
O -0.73 -0.65 -0.31
F -0.48 -0.41 2.01
*
```

Record 2
Below is a single C7H17N molecule at a distorted geometry, with properties calculated with wB97M-V/def2-TZVPD.

Values from the calculation:
SMILES ... CCCNCC(C)C
Largest force on an atom ... 6.83 eV/Å
Orbital gap ... 9.801 eV
LUMO level ... 1.014 eV
Energy relative to the best compared isomer or geometry (same formula, charge and spin) ... 281.33 kJ/mol

Structure (ORCA input):
```
! wB97M-V def2-TZVPD RIJCOSX def2/J DEFGRID3
* xyz 0 1
C 1.87 2.36 0.75
C 0.89 1.54 1.54
C -0.44 1.05 1.13
N -0.64 -0.36 1.31
C 0.05 -1.22 0.34
C -0.28 -0.84 -1.16
C 0.32 -1.92 -1.99
C -1.83 -0.73 -1.60
H 2.70 2.74 1.30
H 1.31 3.39 0.53
H 2.18 1.62 -0.02
H 1.51 0.74 2.08
H 0.60 2.28 2.45
H -1.13 1.58 1.88
H -0.53 1.56 0.06
H -1.54 -0.74 1.08
H -0.27 -2.25 0.47
H 1.15 -1.12 0.49
H 0.16 0.06 -1.40
H 0.88 -2.70 -1.48
H 1.04 -1.52 -2.82
H -0.42 -2.34 -2.65
H -2.31 0.13 -1.02
H -1.92 -0.72 -2.67
H -2.42 -1.70 -1.38
*
```

Record 3
Below is C25H27F32IInO5 as an isolated structure at a distorted geometry, with properties calculated with wB97M-V/def2-TZVPD.

Values from the calculation:
Largest force on an atom ... 2.50 eV/Å
Orbital gap ... 4.937 eV
LUMO level ... 1.378 eV

Structure (ORCA input):
```
! wB97M-V def2-TZVPD RIJCOSX def2/J DEFGRID3
* xyz -1 1
C 0.67 1.38 -4.59
C 1.89 0.75 -4.94
In 3.48 2.04 -5.95
I 3.84 1.02 -8.56
C 2.70 4.13 -5.99
O 3.08 5.09 -4.99
C 3.98 4.65 -4.00
C 3.29 3.79 -2.83
H 0.00 1.71 -5.43
H 0.37 1.63 -3.55
H 2.07 -0.33 -4.69
H 4.98 1.92 -4.94
H 1.57 4.07 -5.98
H 2.95 4.58 -7.00
H 4.33 5.58 -3.47
H 4.92 4.17 -4.37
H 3.53 4.18 -1.82
H 2.18 3.71 -3.02
H 3.68 2.74 -2.96
C -3.78 4.90 -1.60
C -5.08 4.47 -2.32
C -5.24 2.98 -2.66
F -4.30 2.55 -3.51
F -6.44 2.78 -3.27
F -5.25 5.23 -3.42
F -6.11 4.79 -1.47
O -2.74 5.49 -2.39
C -1.79 4.68 -3.03
C -1.86 4.80 -4.56
F -3.07 4.44 -5.03
F -0.95 4.00 -5.14
F -1.90 3.41 -2.60
F -0.59 5.11 -2.61
H -4.08 5.71 -0.93
H -3.39 4.13 -0.94
H -5.21 2.37 -1.76
H -1.67 5.83 -4.87
C 0.97 -0.61 0.70
C 0.57 -0.31 2.17
C -0.61 -1.08 2.75
F -1.76 -0.85 2.11
F -0.81 -0.71 4.05
F 0.38 1.02 2.31
F 1.66 -0.61 2.93
O 0.50 0.30 -0.30
C -0.77 0.13 -0.86
C -1.70 1.31 -0.58
F -1.88 1.49 0.75
F -2.93 1.09 -1.11
F -1.29 -1.05 -0.48
F -0.58 0.03 -2.19
H 2.05 -0.50 0.66
H 0.78 -1.64 0.43
H -0.42 -2.16 2.74
H -1.30 2.23 -0.99
C 3.49 -4.86 1.05
C 3.02 -3.73 0.09
C 3.36 -3.90 -1.39
F 4.67 -3.93 -1.63
F 2.87 -2.85 -2.09
F 3.48 -2.55 0.56
F 1.66 -3.68 0.20
O 4.70 -4.65 1.80
C 5.94 -4.97 1.23
C 6.84 -3.74 1.08
F 6.28 -2.81 0.28
F 8.02 -4.09 0.51
F 5.77 -5.64 0.09
F 6.53 -5.83 2.09
H 2.72 -4.92 1.82
H 3.49 -5.84 0.56
H 2.90 -4.81 -1.79
H 7.04 -3.28 2.05
C -3.37 -1.97 5.82
C -3.61 -1.61 7.31
C -2.65 -2.21 8.34
F -2.71 -3.55 8.38
F -2.99 -1.78 9.58
F -4.89 -1.88 7.63
F -3.48 -0.25 7.40
O -4.19 -3.00 5.25
C -3.82 -4.35 5.38
C -4.85 -5.16 6.17
F -5.00 -4.68 7.42
F -4.44 -6.45 6.28
F -2.58 -4.44 5.88
F -3.75 -4.84 4.12
H -3.65 -1.08 5.25
H -2.31 -2.13 5.60
H -1.62 -1.91 8.15
H -5.82 -5.14 5.67
*
```

Record 4
Below is C21H36Cl2N3O4W as an isolated structure at a distorted geometry, with properties calculated with wB97M-V/def2-TZVPD.

Values from the calculation:
Largest force on an atom ... 6.59 eV/Å
Orbital gap (alpha / beta) ... 3.995 / 3.978 eV
LUMO level (alpha / beta) ... -12.369 / -12.384 eV

Structure (ORCA input):
```
! wB97M-V def2-TZVPD RIJCOSX def2/J DEFGRID3
* xyz 3 1
O 0.00 0.32 -1.61
C -0.47 0.31 -2.92
C -0.05 1.58 -3.67
C 0.73 2.58 -3.09
H 1.24 2.39 -2.14
C 0.84 3.82 -3.74
H 1.36 4.64 -3.24
C 0.29 4.00 -5.01
H 0.38 4.97 -5.52
C -0.37 2.94 -5.65
H -0.76 3.05 -6.66
C -0.54 1.74 -4.97
H -1.08 0.90 -5.42
H -0.02 -0.55 -3.46
C -2.38 -1.34 -2.85
C -1.98 0.09 -2.91
H -3.40 -1.48 -3.24
H -2.36 -1.69 -1.81
H -1.70 -1.95 -3.46
C -2.81 1.14 -2.79
C -4.26 1.06 -2.43
H -2.42 2.16 -2.91
H -4.88 1.46 -3.24
H -4.47 1.67 -1.55
H -4.59 0.03 -2.23
W -0.12 0.05 0.33
Cl -2.49 0.00 0.37
C -0.96 0.42 3.22
O -0.26 -0.29 2.43
N -1.04 0.14 4.52
C -0.52 -1.10 5.08
C -1.91 0.94 5.38
H -1.55 1.28 2.86
H 0.05 -1.64 4.33
H -1.36 -1.71 5.44
H 0.11 -0.86 5.94
H -2.16 1.88 4.88
H -1.40 1.15 6.33
H -2.83 0.39 5.59
H 5.17 1.76 -1.88
H 4.91 2.26 0.54
C 4.08 1.76 -1.92
C 3.84 2.05 0.54
N 3.54 1.26 -0.66
H 3.74 1.12 -2.73
C 2.73 0.20 -0.65
O 2.01 -0.11 0.36
H 3.56 1.51 1.44
H 2.72 -0.42 -1.56
H 3.74 2.79 -2.11
H 3.30 3.01 0.50
H -0.03 -5.35 0.63
H 2.11 -5.59 -1.12
C -0.45 -4.88 -0.27
C 1.55 -4.89 -1.76
N 0.58 -4.13 -0.99
H -1.27 -4.22 0.00
C 0.74 -2.82 -0.78
O -0.02 -2.17 -0.01
H 2.25 -4.19 -2.23
H 1.56 -2.34 -1.34
H -0.81 -5.67 -0.93
H 1.04 -5.47 -2.54
Cl 0.88 2.66 2.06
C 0.06 2.18 0.57
H 0.61 2.63 -0.27
H -0.97 2.56 0.61
*
```